Record 1
ORCA calculation (ωB97M-V/def2-TZVPD) on the molecule C5H8N2.

- M (g/mol) = 96.13
- electronic energy (eV) = -8290.5003
- LUMO (eV) = 0.272
- F_max (Eh/bohr) = 0.051
- E_HOMO (eV) = -6.4
- total charge = 0
- energy relative to the best compared isomer or geometry (same formula, charge and spin) (kJ/mol) = 433.8
- Kohn-Sham gap (eV) = 6.6

Last column: Löwdin charge in e.
Positions of all 15 atoms, in Å:
1 C -2.245 -0.298 -0.021  0.05
2 C -1.059 -0.239 -0.692  -0.38
3 C -0.565 1.118 -0.881  -0.03
4 N 0.638 1.145 -0.428  0.10
5 C 0.902 -0.161 0.240  -0.49
6 N 2.302 -0.352 0.472  0.06
7 C 0.096 -1.076 -0.558  -0.13
8 H -2.972 0.505 -0.039  0.04
9 H -2.488 -1.191 0.546  0.06
10 H 0.179 0.170 1.314  0.19
11 H -1.117 2.011 -1.156  0.14
12 H 1.257 1.932 -0.302  0.16
13 H 2.485 -0.179 1.448  0.06
14 H 2.602 -1.296 0.241  0.08
15 H -0.014 -2.091 -0.184  0.08

Record 2
ORCA calculation (ωB97M-V/def2-TZVPD) on the molecule C5H8N2.

- M (g/mol) = 96.13
- electronic energy (eV) = -8293.7252
- LUMO (eV) = 0.836
- F_max (Eh/bohr) = 0.022
- E_HOMO (eV) = -10.0
- total charge = 0
- energy relative to the best compared isomer or geometry (same formula, charge and spin) (kJ/mol) = 122.6
- Kohn-Sham gap (eV) = 10.8

Last column: Löwdin charge in e.
Positions of all 15 atoms, in Å:
1 C 0.890 -1.243 -0.328  -0.03
2 C -0.123 -0.126 -0.221  -0.54
3 C -0.797 0.012 1.144  -0.12
4 C -0.074 0.922 2.039  -0.22
5 N 0.488 1.664 2.725  0.14
6 C 0.043 1.086 -1.051  -0.11
7 N -1.025 0.127 -1.341  0.05
8 H 1.681 -1.134 0.423  0.09
9 H 0.409 -2.217 -0.176  0.09
10 H 1.364 -1.249 -1.316  0.08
11 H -0.886 -0.965 1.634  0.12
12 H -1.811 0.398 0.999  0.13
13 H 0.907 1.128 -1.713  0.11
14 H -0.288 2.053 -0.678  0.11
15 H -0.779 -0.455 -2.138  0.09

Record 3
ORCA calculation (ωB97M-V/def2-TZVPD) on the molecule C5H8N2.

- M (g/mol) = 96.13
- electronic energy (eV) = -8292.8492
- LUMO (eV) = 0.733
- F_max (Eh/bohr) = 0.053
- E_HOMO (eV) = -7.8
- total charge = 0
- energy relative to the best compared isomer or geometry (same formula, charge and spin) (kJ/mol) = 207.2
- Kohn-Sham gap (eV) = 8.5

Last column: Löwdin charge in e.
Positions of all 15 atoms, in Å:
1 H 0.761 -2.414 2.007  0.04
2 N 1.518 -1.832 1.631  0.08
3 C 1.028 -0.861 0.954  -0.44
4 C 1.727 0.165 0.159  -0.04
5 C 0.818 0.965 -0.455  -0.09
6 N -0.467 0.541 -0.247  -0.19
7 C -1.650 1.097 -0.873  -0.05
8 C -0.363 -0.753 0.373  -0.10
9 H 2.799 0.249 0.133  0.10
10 H 0.988 1.850 -1.067  0.13
11 H -1.453 2.134 -1.165  0.09
12 H -1.954 0.542 -1.768  0.09
13 H -2.496 1.117 -0.176  0.09
14 H 0.190 -1.551 -0.246  0.17
15 H -1.293 -1.095 0.835  0.13

Record 4
ORCA calculation (ωB97M-V/def2-TZVPD) on the molecule C5H8N2.

- M (g/mol) = 96.13
- electronic energy (eV) = -8289.3712
- LUMO (alpha / beta) (eV) = 0.678 / 0.467
- F_max (Eh/bohr) = 0.107
- E_HOMO (alpha / beta) (eV) = -7.4 / -7.7
- total charge = 0
- energy relative to the best compared isomer or geometry (same formula, charge and spin) (kJ/mol) = 542.7
- Kohn-Sham gap (alpha / beta) (eV) = 8.1 / 8.1

Last column: Löwdin charge in e.
Positions of all 15 atoms, in Å:
1 C -0.020 -1.299 -0.704  -0.06
2 C -1.236 -1.112 -0.062  -0.11
3 C 0.290 1.081 -0.697  -0.18
4 C 0.770 -0.239 1.321  0.07
5 C 0.942 -0.275 -0.204  -0.32
6 N -0.994 1.192 -0.057  -0.10
7 N -1.367 0.114 0.654  0.00
8 H 0.355 -2.218 -1.064  0.08
9 H -2.110 -1.613 -0.102  0.06
10 H 0.804 2.020 -0.569  0.10
11 H 0.112 1.208 -1.821  0.13
12 H 0.706 -1.103 1.875  0.04
13 H 1.090 0.608 1.742  0.02
14 H 1.966 -0.379 -0.726  0.16
15 H -1.306 2.014 0.414  0.12

Record 5
ORCA calculation (ωB97M-V/def2-TZVPD) on the molecule C5H8N2.

- M (g/mol) = 96.13
- electronic energy (eV) = -8292.2424
- LUMO (alpha / beta) (eV) = 0.849 / 0.849
- F_max (Eh/bohr) = 0.009
- E_HOMO (alpha / beta) (eV) = -6.0 / -6.0
- total charge = 0
- energy relative to the best compared isomer or geometry (same formula, charge and spin) (kJ/mol) = 265.7
- Kohn-Sham gap (alpha / beta) (eV) = 6.8 / 6.8

Last column: Löwdin charge in e.
Positions of all 15 atoms, in Å:
1 C -2.555 -0.119 -0.611  -0.08
2 N -1.290 -0.256 -0.150  -0.20
3 C -0.882 -0.720 1.034  -0.12
4 N 0.494 -0.507 1.186  0.05
5 C 0.944 0.021 -0.011  -0.32
6 C 2.367 0.423 -0.191  -0.03
7 C -0.113 0.100 -0.855  0.00
8 H -2.692 0.510 -1.479  0.02
9 H -3.314 -0.111 0.161  0.03
10 H 0.750 0.038 2.004  0.15
11 H -1.547 -1.062 1.807  0.12
12 H 2.623 1.252 0.480  0.08
13 H 3.039 -0.410 0.039  0.08
14 H 2.557 0.757 -1.214  0.08
15 H -0.153 0.354 -1.899  0.13

Record 6
ORCA calculation (ωB97M-V/def2-TZVPD) on the molecule C5H8N2.

- M (g/mol) = 96.13
- electronic energy (eV) = -8290.6971
- LUMO (eV) = 0.587
- F_max (Eh/bohr) = 0.008
- E_HOMO (eV) = -6.6
- total charge = 0
- energy relative to the best compared isomer or geometry (same formula, charge and spin) (kJ/mol) = 414.8
- Kohn-Sham gap (eV) = 7.2

Last column: Löwdin charge in e.
Positions of all 15 atoms, in Å:
1 C 2.199 0.191 -0.104  -0.03
2 N 0.792 -0.068 0.116  -0.18
3 C 0.222 -1.315 0.266  -0.08
4 C -1.129 -1.206 0.280  -0.01
5 C -1.482 0.214 0.112  -0.54
6 N -2.794 0.695 0.123  -0.01
7 C -0.200 0.867 0.036  -0.02
8 H 2.780 -0.649 0.284  0.09
9 H 2.430 0.320 -1.168  0.09
10 H 2.494 1.096 0.434  0.09
11 H 0.856 -2.190 0.347  0.12
12 H -1.856 -1.999 0.384  0.11
13 H -1.571 0.415 -1.024  0.23
14 H -2.758 1.714 0.033  0.00
15 H 0.017 1.916 -0.119  0.13

Record 7
ORCA calculation (ωB97M-V/def2-TZVPD) on the ion C5H8N2 with charge +2.

- M (g/mol) = 96.13
- electronic energy (eV) = -8272.7227
- LUMO (eV) = -10.960
- F_max (Eh/bohr) = 0.229
- E_HOMO (eV) = -19.5
- total charge = +2
- energy relative to the best compared isomer or geometry (same formula, charge and spin) (kJ/mol) = 129.8
- Kohn-Sham gap (eV) = 8.5

Last column: Löwdin charge in e.
Positions of all 15 atoms, in Å:
1 C 3.072 -0.266 -0.242  -0.01
2 C 1.659 -0.061 -0.467  0.11
3 C 0.586 -0.087 0.511  0.00
4 C -0.676 -0.189 0.341  0.17
5 N -1.965 -0.425 0.044  0.22
6 C -3.178 -0.072 0.453  -0.10
7 N -4.128 0.103 -0.377  0.26
8 H 3.821 0.579 0.006  0.19
9 H 3.479 -0.873 -0.995  0.09
10 H 3.420 -0.670 0.819  0.18
11 H 1.377 -0.051 -1.525  0.16
12 H 0.845 -0.328 1.525  0.17
13 H -3.374 0.226 1.438  0.16
14 H -5.126 0.370 -0.154  0.21
15 H -4.105 -0.292 -1.345  0.19

Record 8
ORCA calculation (ωB97M-V/def2-TZVPD) on a structure of composition C5H8N2.

- M (g/mol) = 96.13
- electronic energy (eV) = -8270.4252
- LUMO (alpha / beta) (eV) = -10.724 / -12.298
- F_max (Eh/bohr) = 0.107
- E_HOMO (alpha / beta) (eV) = -19.3 / -18.3
- total charge = +2
- energy relative to the best compared isomer or geometry (same formula, charge and spin) (kJ/mol) = 351.5
- Kohn-Sham gap (alpha / beta) (eV) = 8.6 / 6.0

Last column: Löwdin charge in e.
Positions of all 15 atoms, in Å:
1 C -0.257 0.549 -1.997  0.28
2 C 0.347 -1.395 -1.072  0.05
3 C -0.138 0.551 -0.026  0.05
4 C 0.569 -1.393 1.310  0.24
5 C -0.522 1.417 1.035  0.03
6 N 0.001 -0.694 -2.178  0.12
7 N 0.270 -0.739 0.111  -0.07
8 H -0.666 1.303 -2.707  0.17
9 H 1.002 -2.342 -1.170  0.23
10 H 0.441 -0.932 2.310  0.13
11 H 1.038 -2.367 1.331  0.12
12 H 0.032 2.405 1.008  0.17
13 H -0.327 0.780 1.935  0.11
14 H -1.592 1.646 0.950  0.15
15 H 0.242 -1.083 -3.082  0.21